1.
Density functional theory data (ωB97M-V/def2-TZVPD) for a molecular structure, C4H16BrCuN8O4 at a distorted geometry.

Last column: Mulliken charge in e.
Atoms and positions in Å:
C1 -0.010353 -4.182045 -0.117838  0.510
H1 2.152858 2.130882 0.901582  0.160
H2 3.259425 -0.250947 -0.972909  0.191
H3 -0.814573 4.909632 0.775664  0.254
Br1 -1.230669 0.010588 -0.900983  -0.670
O1 1.620680 4.508709 1.563591  -0.583
C2 -2.922441 0.725562 2.718582  0.859
N1 2.391412 -0.429538 -1.445185  -0.242
N2 -0.938724 -3.726627 0.798605  -0.312
C3 0.847872 3.708460 1.103882  0.506
N3 3.550217 -0.493877 -3.453234  -0.431
H4 3.493195 -0.399199 -4.450308  0.237
N4 0.518580 -3.214168 -0.957317  -0.188
H5 -0.088676 -2.422903 -1.088316  0.044
O2 1.278845 -0.454037 -3.419135  -0.624
Cu1 -1.782478 1.287929 -3.036517  0.618
H6 -1.019456 3.277190 0.391909  0.166
H7 -1.499673 1.388098 1.483032  0.008
C4 2.344994 -0.437167 -2.813756  0.691
O3 -3.575825 0.903764 3.825870  -0.198
N5 1.199557 2.419323 0.783150  -0.191
O4 0.392970 -5.329266 -0.086756  -0.614
H8 1.551526 -0.502233 -0.908688  0.059
N6 -0.515404 3.962623 0.931165  -0.340
H9 -1.389907 -2.838980 0.699301  0.194
N7 -1.879464 1.492482 2.415902  -0.175
N8 -3.259571 -0.287748 1.929189  -0.154
H10 -1.658267 2.306490 2.972105  0.274
H11 1.078891 -3.603738 -1.695071  0.196
H12 -2.789440 -0.367222 1.033387  -0.001
H13 0.575332 1.755852 0.363764  0.134
H14 4.422033 -0.492621 -2.960078  0.168
H15 -1.299342 -4.458754 1.383089  0.207
H16 -4.004128 -0.896519 2.232331  0.249

Forces on the atoms, in the same order (eV/Å):
0.77 -0.19 0.26
0.08 0.21 0.09
-0.07 -0.16 0.12
0.26 0.16 0.12
-0.52 0.87 -0.56
0.00 0.20 -0.11
1.19 -0.49 -1.05
0.76 0.29 -0.20
0.38 -0.23 -0.33
0.00 -0.17 0.09
-0.69 0.19 0.22
0.33 -0.04 -0.04
-0.69 -0.52 0.98
0.36 0.13 -0.71
-0.11 0.20 -0.10
0.57 -0.84 0.94
-0.02 0.22 -0.29
0.20 0.02 0.04
-0.24 -0.32 0.25
-0.10 0.16 0.16
-0.09 -0.13 0.11
-0.22 0.34 -0.14
-0.19 -0.05 -0.10
-0.20 -0.57 0.06
-0.15 -0.04 0.07
-0.95 -0.07 0.55
-0.37 0.58 1.00
0.14 0.08 -0.16
-0.13 0.32 -0.30
-0.06 -0.19 -0.28
-0.05 0.04 -0.26
0.11 0.01 -0.17
-0.30 0.18 0.08
0.00 -0.15 -0.34

Its calculated total energy is -139195.416 eV. The LUMO energy (spin up / spin down) is -5.009 / -8.569 eV. Its molar mass is 383.7 g/mol. As for the multiplicity: 2. As for the net charge: +1.


2.
Density functional theory data (ωB97M-V/def2-TZVPD) for a gas-phase ion, C4H9N2S (charge +1) at a distorted geometry.

Last column: Mulliken charge in e.
Atoms and positions in Å:
N1 -0.670343 -0.503367 0.220462  -0.115
H1 -3.324263 0.551457 1.271144  0.328
H2 2.962277 0.713301 -0.389058  0.276
H3 0.331722 -1.674785 -1.221344  0.410
H4 1.826158 -0.771930 1.311034  0.288
H5 0.232507 -2.330042 0.416692  0.399
H6 -3.450343 1.502452 -0.225163  0.353
H7 -1.968539 1.601166 0.777833  0.273
H8 1.268193 2.283994 -1.009368  0.291
C1 -2.770450 0.957488 0.426427  -0.760
N2 1.959368 0.497169 -0.323547  -0.009
C2 1.734635 -0.835758 0.222171  -0.532
C3 0.358957 -1.402943 -0.157736  -0.558
H9 2.509714 -1.506012 -0.155926  0.387
C4 1.029973 1.297611 -0.630002  -0.314
S1 -2.029559 -0.379807 -0.533615  0.285

Forces on the atoms, in the same order (eV/Å):
0.26 1.25 0.27
0.03 -0.05 -0.02
-0.28 0.20 -0.10
0.00 0.03 0.10
0.02 -0.03 -0.13
-0.01 0.11 0.06
0.00 -0.04 -0.07
0.11 -0.04 -0.10
0.37 0.15 0.00
-0.20 -0.28 -0.05
0.92 0.07 -0.15
-0.41 -0.72 0.43
0.70 -0.38 -0.70
-0.06 0.06 0.07
-1.30 -0.61 0.21
-0.13 0.28 0.16

Its calculated total energy is -18098.753 eV. The LUMO energy (spin up / spin down) is -5.994 / -5.591 eV. Its molar mass is 117.2 g/mol. As for the multiplicity: 1. As for the net charge: +1.


3.
Density functional theory data (ωB97M-V/def2-TZVPD) for 14 unconnected molecules or ions with the total composition H28O14 at a distorted geometry.

Last column: Mulliken charge in e.
Atoms and positions in Å:
O1 -2.828628 -3.193436 -1.315900  -0.632
H1 3.588337 -1.809199 -1.140997  0.243
H2 3.083737 1.032240 1.594035  0.315
O2 3.851523 3.467219 -0.930842  -0.614
H3 -2.152184 -0.811722 3.106105  0.278
H4 -1.379475 0.201779 0.695028  0.349
O3 3.748942 -2.364341 -0.369626  -0.495
H5 3.670024 3.402977 -1.875258  0.327
H6 0.750154 -0.194702 3.978692  0.312
O4 2.345942 0.290615 -2.387463  -0.618
O5 0.879406 0.594475 3.440654  -0.617
H7 -2.299389 -3.178232 -0.510503  0.320
H8 1.522519 -1.402333 -3.089075  0.253
H9 -6.526335 1.701249 -1.629202  0.326
H10 3.089468 0.360133 -1.778098  0.262
H11 -5.301333 2.477030 -2.084806  0.316
O6 -6.261197 2.539697 -2.023787  -0.640
H12 4.576199 -2.028120 -0.006870  0.274
H13 -4.376503 -1.619970 1.090871  0.275
O7 -2.968728 -0.534003 2.675851  -0.581
H14 3.400934 2.703564 -0.552967  0.284
H15 -1.334292 0.851425 -1.625390  0.319
O8 -4.303016 -0.827802 0.546756  -0.684
O9 2.114320 -3.075791 0.689162  -0.583
O10 0.693065 4.959648 0.726611  -0.619
H16 3.499841 -0.427813 1.665747  0.301
H17 1.434990 5.128549 0.134994  0.315
H18 1.184334 -2.849014 -2.768472  0.276
H19 1.680228 -2.640898 1.431740  0.258
H20 -2.520972 -0.499769 -0.022507  0.316
H21 -3.690705 -2.865394 -1.036254  0.302
H22 1.625448 0.371432 2.872620  0.395
H23 2.737804 -0.055933 -3.196993  0.330
H24 0.043340 0.699654 -1.001582  0.318
O11 1.035145 -1.947681 -2.461339  -0.506
H25 -3.900661 -0.177112 1.133017  0.419
H26 -3.648676 -1.076884 3.090508  0.281
H27 0.067347 5.664567 0.525224  0.311
H28 2.850501 -3.549429 1.092516  0.315
O12 -0.805304 1.137937 -0.872348  -0.689
O13 2.747096 0.138751 1.462355  -0.696
O14 -1.923244 -0.593351 0.727795  -0.618

Forces on the atoms, in the same order (eV/Å):
-0.15 -0.14 0.10
-0.26 -0.12 -0.05
-0.01 0.12 0.04
-0.02 -0.17 -0.03
0.05 0.17 -0.33
0.14 -0.16 -0.25
2.86 1.21 -1.47
-0.02 0.04 0.05
-0.03 0.17 0.01
0.48 0.52 -0.10
-0.25 -0.15 0.47
0.10 0.18 -0.08
-0.41 -0.20 0.32
0.01 0.07 -0.01
-0.10 -0.02 0.08
-0.10 0.04 0.01
0.10 -0.12 0.01
0.33 -0.01 -0.27
0.13 0.24 -0.15
-1.03 -0.21 2.60
-0.09 0.15 -0.03
0.10 -0.05 0.06
-1.97 -0.26 -0.72
-2.39 -1.14 2.04
0.06 0.17 -0.13
-0.09 -0.15 -0.13
0.02 -0.08 0.05
-0.22 -0.08 0.15
-0.34 -0.12 -0.03
0.37 -0.27 0.06
0.10 0.11 -0.06
-0.05 -0.12 -0.28
0.17 0.34 -0.03
0.04 -0.12 -0.07
0.14 -0.40 -0.39
0.18 -0.24 0.15
-0.02 0.14 0.45
0.00 -0.12 0.07
-0.21 0.05 -0.19
0.30 0.61 -0.50
0.36 0.18 -0.12
1.73 -0.07 -1.32

Its calculated total energy is -29116.324 eV. The LUMO energy is -0.444 eV. Its molar mass is 252.2 g/mol. As for the multiplicity: 1. As for the net charge: 0.


Question: Look up the net charge of the third one.
Answer: 0